{
  "formula": "C21H41AsF6N6SiTi",
  "method": "ωB97M-V with the def2-TZVPD basis set",
  "elements": ["As", "Ti", "Si", "F", "F", "F", "F", "F", "F", "N", "N", "N", "N", "N", "N", "C", "C", "C", "C", "C", "C", "C", "C", "C", "C", "C", "C", "C", "C", "C", "C", "C", "C", "C", "C", "C", "H", "H", "H", "H", "H", "H", "H", "H", "H", "H", "H", "H", "H", "H", "H", "H", "H", "H", "H", "H", "H", "H", "H", "H", "H", "H", "H", "H", "H", "H", "H", "H", "H", "H", "H", "H", "H", "H", "H", "H", "H"],
  "positions_angstrom": [[-12.76322, -10.44568, 4.21896], [-8.65831, -9.72913, 6.84354], [-12.26382, -8.16367, 9.98776], [-11.88378, -9.32908, 3.25719], [-10.03589, -10.05626, 5.84533], [-13.24855, -9.14386, 5.18525], [-12.82087, -11.43485, 5.62044], [-14.16442, -10.75305, 3.35967], [-11.65392, -11.58045, 3.61888], [-7.54048, -8.58893, 5.29178], [-7.64213, -8.98063, 8.57122], [-9.77961, -12.49150, 9.85297], [-7.12918, -11.09164, 6.23418], [-9.57619, -7.86518, 7.23837], [-9.30223, -11.21137, 8.15041], [-7.39178, -7.53946, 8.30809], [-9.96771, -12.90464, 6.33039], [-10.67097, -15.03578, 7.31269], [-9.38922, -11.29509, 9.47830], [-8.09339, -7.29623, 4.74609], [-10.72092, -8.49664, 11.11818], [-12.10859, -6.44322, 9.19139], [-5.56901, -10.30737, 8.08142], [-10.09077, -13.25419, 8.72968], [-10.52231, -14.56918, 8.59699], [-13.90459, -8.32924, 10.92584], [-12.21003, -9.43502, 8.57210], [-9.60276, -7.24476, 4.75331], [-8.78459, -7.00232, 8.19376], [-7.32981, -9.63332, 4.25745], [-6.13607, -11.47202, 7.29449], [-9.79425, -12.46430, 7.62078], [-10.24589, -7.14580, 6.11158], [-10.35799, -14.22171, 6.22729], [-6.50543, -10.72493, 4.92196], [-6.48995, -9.71259, 9.12764], [-7.67518, -11.94041, 5.99802], [-4.69422, -10.69761, 8.60799], [-5.10885, -9.53724, 7.41560], [-7.64860, -6.48653, 5.34033], [-11.26160, -7.46926, 6.12633], [-12.27667, -10.52235, 8.67931], [-10.78576, -9.50038, 11.52806], [-9.24728, -7.02081, 9.19045], [-10.00521, -6.39062, 4.20619], [-12.42895, -5.64054, 9.89303], [-5.46754, -10.43631, 5.09764], [-14.71008, -8.06113, 10.25909], [-9.82440, -12.26633, 5.46759], [-7.75046, -7.16137, 3.72236], [-12.80113, -6.38343, 8.33694], [-6.88072, -10.50769, 9.74059], [-6.35403, -11.59652, 4.28669], [-9.89458, -12.81351, 10.82206], [-6.60962, -8.38943, 5.64431], [-11.13470, -6.18951, 8.78741], [-6.64552, -12.13571, 7.96797], [-10.76035, -7.86249, 12.02106], [-8.30824, -8.95650, 9.35802], [-12.33463, -9.18468, 7.49555], [-13.84242, -7.62080, 11.73547], [-10.47881, -14.60524, 5.23908], [-5.99171, -9.08215, 9.81922], [-6.90200, -7.07783, 9.15887], [-10.95355, -16.06095, 7.16851], [-6.75647, -9.20820, 3.41913], [-5.37753, -12.04710, 6.80511], [-10.73814, -15.20963, 9.44392], [-10.33194, -6.11788, 6.39626], [-8.87165, -5.94629, 7.89558], [-6.74013, -7.38311, 7.45082], [-9.18193, -10.53266, 10.20989], [-9.72052, -8.36837, 10.76301], [-10.00452, -8.09734, 4.22140], [-8.30048, -9.98656, 3.90783], [-14.06467, -9.33350, 11.29605], [-10.35586, -8.29302, 7.77983]],
  "forces_ev_per_angstrom": [[-0.4, -0.4, -0.6], [-0.2, 0.0, 0.4], [0.2, -0.1, -0.2], [-0.3, 0.1, 0.4], [-0.3, 0.0, -0.4], [0.0, 0.2, 0.2], [-0.1, 0.4, -0.2], [0.7, 0.0, 0.4], [0.2, -0.4, -0.1], [-0.3, -0.2, 0.2], [-0.1, 0.2, 0.6], [-0.7, -0.7, 0.9], [-0.4, -0.3, -0.6], [0.3, -0.2, 0.7], [-0.3, 0.2, -1.0], [0.0, 0.2, 0.3], [0.3, -0.2, 0.0], [0.5, 0.1, 0.2], [0.4, -0.4, -0.2], [0.1, 0.5, 0.2], [-1.4, 0.2, 0.8], [-0.8, 0.0, 0.2], [1.0, 0.5, -0.4], [0.3, -0.5, -0.3], [-0.2, 0.1, 0.5], [1.4, 0.0, -0.6], [0.2, 0.2, -0.6], [-0.4, -0.4, -0.1], [-0.7, 1.0, -0.4], [0.7, 0.0, -0.2], [-0.5, 0.3, -0.1], [0.4, 1.4, 1.7], [0.1, 0.3, 0.5], [-0.4, 0.0, -0.7], [0.5, 0.0, -0.1], [0.1, -0.9, -0.7], [0.1, 0.3, 0.5], [0.0, 0.0, 0.1], [-0.5, -0.3, 0.3], [-0.1, -0.1, -0.1], [-0.8, -0.5, -0.4], [0.0, 0.2, 0.2], [-0.1, -0.4, 0.0], [0.0, -0.2, -0.3], [0.5, 0.1, -0.2], [0.4, -0.5, -0.4], [-0.1, 0.6, 0.2], [-0.3, 0.1, -0.2], [-0.1, -0.3, -0.1], [0.2, -0.1, 0.0], [0.0, 0.0, 0.2], [-0.2, -0.5, 0.1], [-0.5, -0.2, 0.0], [0.0, 0.3, -0.6], [0.2, 0.2, 0.0], [0.2, 0.1, 0.2], [-0.3, -0.4, 0.4], [-0.1, 0.0, -0.3], [0.0, 0.0, -0.5], [-0.1, 0.0, 0.7], [-0.3, 0.2, 0.5], [-0.1, -0.4, -0.5], [0.8, 0.8, 0.5], [0.2, 0.0, 0.2], [-0.2, -0.2, -0.2], [-0.4, -0.2, 0.1], [0.7, -0.2, -0.2], [0.0, 0.1, 0.0], [0.2, 0.7, 0.3], [0.3, -0.4, -0.1], [-0.1, -0.1, -0.1], [0.1, 0.1, -0.1], [0.7, 0.2, -0.7], [0.0, -0.3, -0.2], [0.1, 0.0, -0.1], [-0.1, -0.2, 0.2], [0.0, 0.2, 0.0]],
  "multiplicity": 2,
  "fmax_ev_per_a": 2.23,
  "s2": 0.7536,
  "charge": 3,
  "e_above_lowest_ev": 0.0000,
  "orbital_gap_ev": [5.594, 6.745],
  "mol_weight_g_mol": 642.5,
  "lumo_ev": [-10.968, -10.971],
  "homo_ev": [-16.6, -17.7]
}

{
  "formula": "C21H41Br4Cl3O4",
  "method": "ωB97M-V with the def2-TZVPD basis set",
  "elements": ["Br", "Br", "Br", "Br", "Cl", "Cl", "Cl", "O", "O", "O", "O", "C", "C", "C", "C", "C", "C", "C", "C", "C", "C", "C", "C", "C", "C", "C", "C", "C", "C", "C", "C", "C", "H", "H", "H", "H", "H", "H", "H", "H", "H", "H", "H", "H", "H", "H", "H", "H", "H", "H", "H", "H", "H", "H", "H", "H", "H", "H", "H", "H", "H", "H", "H", "H", "H", "H", "H", "H", "H", "H", "H", "H", "H"],
  "positions_angstrom": [[4.97117, -5.10725, 2.85773], [4.28091, -0.72682, 4.61011], [0.73601, -2.81761, 9.07179], [-3.94452, -2.46642, 8.45324], [1.05785, -0.64190, -0.36115], [0.37806, 1.83805, 1.15852], [-0.85414, -0.70777, 1.83508], [6.24684, 0.89041, -2.48784], [-4.62013, 0.42439, -7.67553], [-3.24312, -7.88369, 3.30739], [-2.77203, 7.37764, -2.51551], [5.03439, -2.18440, 3.61216], [-4.92127, 1.40051, -6.76830], [5.09904, 2.53662, -3.49339], [-1.08676, -2.12349, 8.51907], [-1.02161, -8.07751, 4.01284], [4.22708, -3.52553, 3.82029], [-2.13941, -3.02572, 9.20477], [-3.02841, -6.72247, 4.13430], [-2.70901, 7.06373, -1.08404], [5.91916, 0.36332, -3.76695], [-1.55582, 7.92538, -0.52973], [-2.25229, 8.62010, -2.81585], [-1.50274, -6.72569, 4.43920], [-2.65797, 0.68702, -6.48082], [5.97796, 2.28126, -2.30284], [5.82724, 1.67837, -4.56362], [-3.41660, -0.27809, -7.36044], [-0.20790, 0.33197, 0.52569], [-1.99974, -8.45704, 2.94856], [-1.35085, 8.96581, -1.64124], [-3.51620, 1.93841, -6.51595], [-1.10581, -1.10067, 8.89534], [-2.57686, 6.00189, -0.87639], [0.02355, -8.12778, 3.70757], [5.13743, 3.62386, -3.56075], [-3.53496, 2.42718, -5.54186], [-0.95708, 0.52266, -0.24272], [4.14145, 2.05217, -3.30255], [4.98311, -1.86030, 2.57272], [-0.36159, 8.88742, -2.09215], [-3.61203, -1.26616, -6.94376], [-0.73032, 7.23869, -0.71705], [6.08108, -2.34836, 3.86839], [-1.42836, 10.00835, -1.33268], [5.62724, 2.32019, -1.27153], [4.03537, -3.69603, 4.87966], [-1.84892, 8.72522, -3.82300], [3.19797, -3.34506, 3.50970], [-3.65588, -6.67022, 5.02404], [-1.59865, 0.84669, -6.68194], [4.95975, -0.14236, -3.65776], [-3.05309, 9.35938, -2.80009], [-2.09542, -2.74168, 10.25618], [-1.07122, -2.11839, 7.42920], [-0.84536, -6.03217, 3.91480], [6.97880, 2.70018, -2.40735], [-3.19874, -5.85555, 3.49592], [-5.60380, 2.19095, -7.08047], [-2.71334, 0.25513, -5.48157], [6.80837, 2.06512, -4.83917], [-1.58499, -8.18194, 1.97881], [-3.27454, 2.64109, -7.31342], [-1.16005, -8.67839, 4.91166], [-2.91140, -0.41505, -8.31653], [5.18654, 1.55651, -5.43699], [-5.45793, 0.98314, -5.91630], [-1.44192, -6.60588, 5.52089], [-1.90701, -4.07405, 9.01741], [6.75468, -0.24456, -4.11406], [-3.61238, 7.44203, -0.60559], [-2.07765, -9.52583, 2.74926], [-1.45127, 8.33096, 0.47658]],
  "forces_ev_per_angstrom": [[-0.4, 1.2, 0.8], [-0.1, -0.1, 0.3], [-0.9, 0.3, -0.3], [1.2, -0.6, 0.6], [-0.4, 0.7, 0.5], [0.2, 0.1, 0.0], [0.0, 0.5, -0.5], [0.8, -2.2, 1.6], [-1.3, -2.0, -2.3], [-0.2, -0.2, 0.3], [-0.2, -2.7, 0.7], [-0.1, -1.8, -0.7], [0.8, 0.7, 1.1], [1.1, 0.7, 0.4], [0.5, -0.5, 0.4], [-0.1, -1.0, 1.3], [-0.4, 1.5, 0.1], [0.6, 1.6, -0.9], [1.7, 0.4, -1.8], [-0.6, 2.2, 0.1], [0.7, 2.2, 0.3], [1.4, -1.0, -2.2], [-1.2, 1.7, 1.4], [-0.2, 0.5, 0.8], [0.1, -0.3, 1.2], [0.9, -2.3, -0.5], [-1.6, -0.2, 0.0], [0.0, 0.7, -1.4], [0.3, -1.3, -0.4], [0.4, -0.8, -0.7], [1.5, 0.9, -0.8], [-0.7, 0.7, 1.5], [-0.1, -0.2, -0.1], [-0.1, 0.1, -0.5], [-0.1, 0.1, 0.0], [-0.9, 0.0, -1.0], [0.5, 0.4, -0.1], [-0.1, -0.1, 0.5], [-0.3, 0.7, -0.1], [0.0, -0.2, 0.1], [0.5, 0.0, 0.7], [-0.1, 0.1, 0.3], [0.5, 0.1, 0.7], [-0.2, 0.3, 0.2], [-0.3, -0.1, 0.1], [-0.4, 0.7, -0.2], [0.9, -0.6, 0.1], [0.5, -0.7, 0.1], [0.1, -0.3, -0.8], [-0.1, -0.5, -0.2], [-0.2, -0.1, -0.4], [0.1, -0.4, -0.6], [-0.6, 0.2, -0.1], [-0.5, -0.5, -0.1], [-0.2, -0.2, 0.2], [-0.8, 0.8, 0.1], [-0.2, 1.0, 0.2], [-0.5, 0.2, 0.2], [0.1, -0.2, -1.0], [0.2, 0.3, 0.3], [-0.1, 0.0, 0.1], [-0.4, 1.1, -0.4], [0.2, -0.1, 0.1], [0.2, -0.7, -0.3], [0.0, -0.2, -0.1], [0.2, 0.1, -0.2], [0.4, -0.2, 0.7], [0.7, 0.3, -0.1], [-0.6, 0.1, 0.0], [-0.3, -0.4, 0.1], [-0.5, -0.4, -0.2], [-0.5, -0.3, 0.8], [-0.8, -0.3, -0.1]],
  "smiles": "ClC(Cl)Cl.C1CCOC1.C1CCOC1.C1CCOC1.C1CCOC1.BrCCBr.BrCCBr",
  "fmax_ev_per_a": 3.28,
  "charge": 0,
  "e_above_lowest_ev": 0.0000,
  "orbital_gap_ev": 9.472,
  "mol_weight_g_mol": 783.5,
  "lumo_ev": 0.145,
  "homo_ev": -9.3
}